[1]
ORCA calculation (ωB97M-V/def2-TZVPD) on a single C8H9NO2 molecule.

## Properties
HOMO energy: -0.3461 Ha
ΔE to the lowest compared entry with this formula, charge and spin: 62.1 kcal per mole
net charge: 0
multiplicity: 1
F_max: 8.52 eV/A
LUMO: 0.78 eV

Structure (XYZ):
```
20
Properties=species:S:1:pos:R:3:mulliken_charge:R:1
N 3.75520 0.64279 1.03380 -0.478
C 3.03342 -0.00147 -0.00252 0.558
O 3.47527 -0.35798 -1.01110 -0.510
O 1.71070 0.02733 0.29671 -0.275
C 0.89910 -0.53315 -0.67484 -0.958
C -0.62030 -0.29791 -0.36568 0.785
C -1.05347 0.98732 -0.60166 -0.637
C -2.44487 1.25383 -0.28800 -0.157
C -3.23178 0.28968 0.25928 -0.501
C -2.62377 -0.85177 0.52516 -0.198
C -1.36318 -1.25504 0.21009 -0.676
H 4.85601 0.59403 0.81958 0.274
H 3.37509 0.92075 2.07742 0.261
H 1.19950 -1.71669 -0.81505 0.275
H 1.13579 -0.41346 -1.61140 0.576
H -0.54596 1.76860 -1.00915 0.523
H -3.03730 2.35279 -0.62534 0.130
H -4.30417 0.59114 0.55935 0.282
H -3.25451 -1.85923 0.79160 0.126
H -0.96078 -2.14157 0.43174 0.599
```

[2]
ORCA calculation (ωB97M-V/def2-TZVPD) on C8H9NO5Tm as an isolated structure.

## Properties
HOMO energy (spin up / spin down): -0.7819 / -0.7820 Ha
net charge: +3
multiplicity: 3
F_max: 5.92 eV/A
LUMO (spin up / spin down): -13.68 / -13.60 eV
⟨S²⟩: 2.00

Structure (XYZ):
```
24
Properties=species:S:1:pos:R:3:mulliken_spin:R:1
Tm 0.39552 -0.15164 -0.22737 2.016
O 0.44366 -2.16812 2.58003 0.000
C 0.63696 -1.94841 1.46227 -0.005
C 0.50931 1.46213 -2.10882 0.000
O 0.37684 2.34185 -2.83924 0.000
C -1.38042 -1.60227 -1.29033 -0.001
O -2.32057 -2.13620 -1.68373 0.000
C 2.39413 0.68547 0.86629 -0.005
O 2.74223 1.29370 1.78081 0.000
C 2.92147 -2.27054 -0.75446 -0.002
H 3.44541 -2.08538 0.18897 0.000
H 2.33551 -3.19376 -0.78171 0.000
C 3.06930 -1.48073 -1.82677 0.002
H 2.60768 -1.71289 -2.78842 0.000
H 3.72266 -0.60496 -1.82086 0.000
C -2.88306 2.16504 1.06181 0.000
C -1.63151 1.63620 1.79595 -0.001
N -1.36394 1.77938 3.09645 0.000
O -0.73595 0.98132 1.13567 -0.002
H -3.57015 2.74754 1.72661 0.000
H -3.48596 1.37652 0.56361 0.000
H -2.67503 2.76777 0.15636 0.000
H -0.55597 1.32093 3.47858 0.000
H -2.03130 2.16390 3.75518 0.000
```

[3]
ORCA calculation (ωB97M-V/def2-TZVPD) on a single C8H9NS molecule.

## Properties
HOMO energy: -0.3227 Ha
ΔE to the lowest compared entry with this formula, charge and spin: 17.5 kcal per mole
net charge: 0
multiplicity: 1
F_max: 4.48 eV/A
LUMO: 0.58 eV

Structure (XYZ):
```
19
Properties=species:S:1:pos:R:3:mulliken_charge:R:1
C -1.93901 -0.64484 0.99368 -1.145
C -1.04005 -0.25018 0.07598 0.504
C -1.00571 -0.86679 -1.24895 -1.190
C -0.14075 0.80836 0.24953 0.512
C -0.43386 2.03021 0.68578 -1.046
C 1.23018 0.42303 0.15402 0.425
N 2.16189 1.09478 -0.48079 -0.602
C 3.39991 0.47703 -0.50247 -0.414
C 3.46743 -0.68463 0.22064 -0.325
S 1.89023 -1.01511 0.87852 -0.043
H -2.59249 -1.44379 0.78309 0.324
H -2.00047 -0.41133 2.01565 0.352
H -0.75147 -0.05232 -1.82754 0.393
H -2.06965 -1.23310 -1.50806 0.397
H -0.18164 -1.53593 -1.24975 0.304
H 0.39879 2.79933 0.71229 0.317
H -1.43966 2.30653 1.02139 0.336
H 4.29105 0.76177 -1.00515 0.405
H 4.13606 -1.44865 0.22246 0.495
```

[4]
ORCA calculation (ωB97M-V/def2-TZVPD) on a 2-piece molecular cluster, C8H9NS overall.

## Properties
HOMO energy (spin up / spin down): -0.2878 / -0.2878 Ha
ΔE to the lowest compared entry with this formula, charge and spin: 170.5 kcal per mole
net charge: 0
multiplicity: 1
F_max: 3.49 eV/A
LUMO (spin up / spin down): -1.55 / -1.55 eV

Structure (XYZ):
```
19
Properties=species:S:1:pos:R:3:mulliken_charge:R:1
C -1.30981 2.90431 -0.04423 -0.552
C -0.77375 1.79437 -0.04044 -0.762
C 0.42055 -0.47858 0.23351 0.465
C 1.39068 -1.45738 2.46621 -0.472
C 1.93780 -2.26287 1.35652 -0.573
C -2.29227 1.44230 -3.18385 0.033
C 1.56620 -0.83690 1.13956 -0.233
C -0.08347 0.71610 0.24894 0.818
N -0.50569 -1.28729 -0.33026 -0.678
S -1.46723 1.59781 -4.54350 -0.197
H -1.48226 3.90814 -0.19131 0.452
H 0.30918 -1.64351 2.78137 0.255
H 2.12236 -1.01524 3.27457 0.225
H 2.98082 -2.59552 1.52176 0.281
H 1.20112 -3.03601 0.89589 0.238
H -1.83754 1.74740 -2.29626 -0.122
H -3.38253 1.27464 -3.19823 0.268
H 2.36530 -0.15871 0.81106 0.358
H -1.15944 -0.61306 -0.90132 0.197
```

[5]
ORCA calculation (ωB97M-V/def2-TZVPD) on a 2-piece molecular cluster, C8H9O5P overall.

## Properties
HOMO energy (spin up / spin down): 0.0578 / 0.0579 Ha
ΔE to the lowest compared entry with this formula, charge and spin: 35.2 kcal per mole
net charge: -2
multiplicity: 1
F_max: 2.96 eV/A
LUMO (spin up / spin down): 6.22 / 6.22 eV

Structure (XYZ):
```
23
Properties=species:S:1:pos:R:3:mulliken_charge:R:1
C -2.78853 -0.40818 0.94018 -0.603
C -2.17335 -1.18379 -0.08676 -0.328
C -2.20692 0.80129 1.23897 -0.285
C -0.99752 -0.78828 -0.68853 -0.700
C -0.96376 1.20461 0.71234 -0.872
C -0.32344 0.42698 -0.29044 0.980
C 0.87906 0.81687 -0.82685 -1.240
C 2.42929 -0.90288 0.37622 0.198
O 4.30971 -0.59170 -1.32373 -0.533
O 5.07905 -0.59800 1.04954 -0.793
O 3.90194 1.55964 0.04818 -0.762
O 1.28845 2.14864 -0.53168 -0.628
O 2.16621 -1.81631 -0.40863 -0.592
P 4.04066 0.07971 0.16520 0.781
H -3.54113 -0.82041 1.62434 0.233
H -2.63633 -2.13957 -0.32755 0.310
H -2.73635 1.27976 1.99815 0.377
H -0.34517 -1.31527 -1.37479 0.244
H -0.34816 1.98683 0.95286 0.550
H 1.46642 0.30900 -1.55881 0.666
H 1.93806 -0.64343 1.33112 0.272
H 2.28079 2.01182 -0.52723 0.441
H 4.52581 -1.47305 -1.03265 0.285
```

[6]
ORCA calculation (ωB97M-V/def2-TZVPD) on a single C8H9OPS molecule.

## Properties
HOMO energy (spin up / spin down): -0.3083 / -0.3191 Ha
net charge: 0
multiplicity: 3
F_max: 4.33 eV/A
LUMO (spin up / spin down): 0.80 / -2.12 eV
⟨S²⟩: 2.05

Structure (XYZ):
```
20
Properties=species:S:1:pos:R:3:mulliken_spin:R:1
C 0.04475 -0.96571 3.44421 0.201
C 0.04275 -1.95349 2.44735 -0.096
C -0.01586 0.36517 3.00378 -0.091
C 0.00526 -1.65992 1.10660 0.244
C -0.02743 0.68257 1.65533 0.225
C -0.14330 -0.36740 0.63213 -0.070
C -0.40577 -0.11062 -0.74172 1.301
C 0.05531 0.24554 -3.96525 0.008
O -0.66483 1.11703 -3.12671 -0.019
P -0.23244 1.38069 -1.59252 0.037
S 1.52170 2.38560 -1.40432 0.187
H -0.03181 -1.22242 4.52696 0.007
H 0.41262 -2.92843 2.70149 -0.003
H 0.05600 1.14336 3.73380 0.000
H 0.18410 -2.31764 0.33396 0.006
H -0.16133 1.79948 1.27966 0.006
H 0.74762 0.86813 -4.66710 0.001
H -0.65574 -0.45086 -4.52595 -0.001
H 0.63665 -0.37336 -3.20047 0.006
H -1.36825 2.36228 -1.64122 0.052
```

What is the net charge in the fifth record?
-2